ORCA calculation (ωB97M-V/def2-TZVPD) on 2 unconnected molecules or ions with the total composition C6H16N2 in a non-equilibrium geometry.

Values from the calculation:
* LUMO energy: -1.89 eV
* highest occupied orbital energy: -0.26976 Ha
* gap between HOMO and LUMO: 0.2003 Ha
* relative energy (zero: lowest compared OMol25 entry of this formula, charge and spin): 838.98 kJ/mol

Structure (ORCA input):
```
! wB97M-V def2-TZVPD RIJCOSX def2/J DEFGRID3
* xyz 0 1
N 2.31748 -0.98251 -1.34547
C 2.81728 -0.22974 -0.17478
C 1.64371 -0.11521 0.81932
N 0.49135 0.74229 0.46851
C -3.30052 1.03044 -0.34918
C -1.71194 1.15721 -0.40621
C -0.83954 0.13268 0.36620
C -0.52140 -1.14984 -0.29459
H 1.76723 -1.98663 1.49726
H 2.90753 -1.85935 -1.50308
H 3.11520 0.78918 -0.45105
H 3.74201 -0.58386 0.37831
H 2.01989 0.44039 1.64632
H 1.32131 -1.14302 1.10956
H 0.52358 1.74609 0.77470
H -3.57519 2.04038 -0.58373
H -3.63168 0.34520 -1.20038
H -3.71705 0.79891 0.60626
H -1.50155 1.15408 -1.43639
H -1.38414 2.14783 -0.06000
H -1.26354 0.01287 1.40149
H -0.43680 -1.94875 0.54502
H -1.29885 -1.48061 -0.98415
H 0.51567 -1.05803 -0.82396
*
```

ORCA calculation (ωB97M-V/def2-TZVPD) on a single C8H11NS molecule in a non-equilibrium geometry.

Values from the calculation:
* LUMO energy: 0.80 eV
* highest occupied orbital energy: -0.30461 Ha
* SMILES: Cc1cc2c(s1)CCNC2
* gap between HOMO and LUMO: 0.3342 Ha
* relative energy (zero: lowest compared OMol25 entry of this formula, charge and spin): 298.40 kJ/mol

Structure (ORCA input):
```
! wB97M-V def2-TZVPD RIJCOSX def2/J DEFGRID3
* xyz 0 1
C 3.60449 0.48126 0.17062
C 2.03489 0.42948 -0.04336
C 1.04914 1.38197 -0.17533
C -0.27695 0.77799 -0.05038
C -0.38397 -0.58759 -0.04661
S 1.26930 -1.27432 -0.09084
C -1.52790 -1.43206 0.26294
C -2.51803 -0.56121 -0.28340
N -2.84616 0.71984 0.26210
C -1.72270 1.52371 -0.03402
H 3.86667 0.16609 1.15289
H 4.10775 1.56254 -0.05398
H 4.08570 -0.45012 -0.49823
H 1.40043 2.39005 -0.05270
H -1.64690 -2.47586 -0.17465
H -1.48646 -1.35472 1.48558
H -2.27541 -0.31326 -1.30681
H -3.49941 -1.26334 -0.58085
H -2.71152 0.49227 1.37409
H -1.95648 2.05186 -1.08432
H -1.82391 2.46346 0.55490
*
```

ORCA calculation (ωB97M-V/def2-TZVPD) on a molecular structure, C18H21IIrN7O8 in a non-equilibrium geometry.

Values from the calculation:
* LUMO energy (spin up / spin down): 4.00 / 3.66 eV
* highest occupied orbital energy (spin up / spin down): 0.04350 / -0.07170 Ha
* gap between HOMO and LUMO (spin up / spin down): 0.1037 / 0.2061 Ha

Structure (ORCA input):
```
! wB97M-V def2-TZVPD RIJCOSX def2/J DEFGRID3
* xyz -2 5
C -1.52029 -2.64667 -3.59126
I 1.85552 -1.54769 -3.09612
H -0.71779 -2.90861 -4.21218
H -2.16990 -1.94199 -4.06969
H -1.75651 -3.48458 -2.97249
C 1.01725 -3.65603 1.94895
C 2.24622 -3.40233 1.46467
N 2.08982 -2.56683 0.37090
C 0.76693 -2.31786 0.12151
N 0.11470 -2.98376 1.14039
H 0.72646 -4.26023 2.79810
H 3.21314 -3.74709 1.80149
C -1.59557 2.74555 -2.48928
C -0.37465 0.93641 -1.87793
N -1.60128 1.56195 -1.77570
H 0.00389 3.61296 -3.73822
N 0.34349 1.72832 -2.72031
H -2.42714 3.41235 -2.52720
Ir 0.16393 -0.96227 -1.27683
C -1.27335 -1.92975 -2.27859
O -2.47404 -2.02590 -1.92118
C -0.37955 2.83822 -3.10449
C 1.69979 1.57499 -3.23463
H 2.12519 2.56594 -3.41436
H 1.66095 1.00767 -4.17188
H 2.32291 1.04463 -2.50980
C -2.76685 1.24919 -0.96235
H -3.65208 1.55013 -1.52772
H -2.75769 1.83537 -0.03391
H -2.83776 0.18796 -0.71342
C -1.29238 -3.10858 1.45143
H -1.51262 -4.17141 1.62528
H -1.91791 -2.71589 0.64835
H -1.51310 -2.58225 2.39027
C 3.28646 -2.14423 -0.29456
H 3.07109 -1.93919 -1.35897
H 3.98890 -2.97895 -0.24405
H 3.71076 -1.25345 0.17489
O 0.35352 3.92804 5.41778
N 0.87779 3.85232 4.29115
O 1.81101 4.59818 3.92415
C 0.39941 2.85533 3.36045
C -0.63685 1.98532 3.69354
C -1.06572 1.05230 2.76570
C -0.38635 0.78947 1.52408
O -0.77675 -0.08056 0.67486
C 0.69375 1.71518 1.27474
C 1.04313 2.76977 2.12129
N 1.34766 1.51744 0.01647
O 1.87726 2.50101 -0.54074
O 1.59588 0.24784 -0.30570
N -2.25018 0.26896 3.06196
O -2.48366 0.06757 4.27513
O -2.98560 -0.15154 2.15421
H -1.12476 2.06222 4.65592
H 1.84352 3.44506 1.81588
*
```

ORCA calculation (ωB97M-V/def2-TZVPD) on a single C8H8O3 molecule in a non-equilibrium geometry.

Values from the calculation:
* LUMO energy: -0.26 eV
* highest occupied orbital energy: -0.33848 Ha
* SMILES: CC(=O)c1cc(O)cc(O)c1
* gap between HOMO and LUMO: 0.3290 Ha
* relative energy (zero: lowest compared OMol25 entry of this formula, charge and spin): 320.26 kJ/mol

Structure (ORCA input):
```
! wB97M-V def2-TZVPD RIJCOSX def2/J DEFGRID3
* xyz 0 1
C -2.92042 0.80316 -0.15874
C -1.94941 -0.35535 -0.04902
O -2.69443 -1.41143 0.21008
C -0.51642 -0.24843 0.10131
C 0.05306 1.04159 0.12382
C 1.45749 1.12203 0.20969
O 2.00167 2.46032 -0.00108
C 2.12364 -0.04721 0.08149
C 1.58848 -1.38522 0.04733
O 2.53649 -2.30491 -0.03224
C 0.26755 -1.40522 0.05490
H -3.87336 0.28643 -0.51372
H -2.69411 1.73641 -0.74664
H -3.08795 1.06612 1.11301
H -0.31789 2.01196 0.33366
H 2.83673 2.40953 -0.41943
H 3.24978 -0.17099 0.16484
H 2.19738 -3.20486 -0.27599
H -0.25825 -2.40396 -0.24328
*
```

ORCA calculation (ωB97M-V/def2-TZVPD) on a molecular structure, C25H30As2CuN2O3 in a non-equilibrium geometry.

Values from the calculation:
* LUMO energy (spin up / spin down): 0.32 / -1.60 eV
* highest occupied orbital energy (spin up / spin down): -0.29504 / -0.28874 Ha
* gap between HOMO and LUMO (spin up / spin down): 0.3067 / 0.2299 Ha
* relative energy (zero: lowest compared OMol25 entry of this formula, charge and spin): 132.49 kJ/mol

Structure (ORCA input):
```
! wB97M-V def2-TZVPD RIJCOSX def2/J DEFGRID3
* xyz 0 2
Cu -0.12400 0.38780 0.21136
N 0.10846 0.52465 2.50260
C 1.47624 1.08303 2.51294
C 2.32484 0.14451 1.67661
O 3.39003 -0.28407 2.06811
N 1.73138 -0.16098 0.45965
C 1.97664 -1.45614 -0.08787
C 0.61786 -2.29319 0.06452
O 0.71466 -3.46795 0.35092
O -0.44580 -1.59661 -0.16613
H -0.52877 1.09836 3.04102
H 0.10875 -0.40679 2.90243
H 1.92120 1.17781 3.50012
H 1.44488 2.06665 2.04360
H 2.77724 -1.99880 0.40112
H 2.13218 -1.39449 -1.16721
C 0.28256 0.75345 -4.57634
As 0.04519 -0.15936 -2.85060
C 0.31462 -1.97686 -3.50745
C -1.90969 -0.15680 -2.86642
H -0.26862 0.23576 -5.36392
H 1.34074 0.77486 -4.83726
H -0.07846 1.78141 -4.50551
H -0.34123 -2.16642 -4.35696
H 0.10196 -2.69260 -2.71412
H 1.35043 -2.09219 -3.82141
H -2.29366 -0.59853 -3.78738
H -2.26896 0.86943 -2.79754
H -2.27373 -0.72318 -2.00922
C -6.09538 1.24334 -0.86393
C -5.37571 0.54769 0.09770
C -4.04542 0.86380 0.32797
C -3.43045 1.89741 -0.37977
C -4.14592 2.56508 -1.36740
C -5.47539 2.23958 -1.60339
As -1.55218 2.20456 0.00914
C -1.64083 3.23156 1.67014
C -0.83486 4.35107 1.85432
C -0.82665 5.01727 3.07456
C -1.61866 4.56981 4.12163
C -2.42351 3.45048 3.94675
C -2.43144 2.78373 2.72930
C -0.98426 3.59063 -1.21385
C 0.16964 3.36490 -1.95934
C 0.64725 4.34545 -2.82236
C -0.02208 5.55451 -2.93390
C -1.16168 5.79463 -2.17199
C -1.63868 4.81969 -1.31028
H -7.13142 0.99256 -1.05130
H -5.84275 -0.25565 0.65296
H -3.47264 0.27100 1.03215
H -3.67262 3.32251 -1.97285
H -6.02323 2.76253 -2.37702
H -0.20694 4.71023 1.04838
H -0.19836 5.89041 3.20366
H -1.61076 5.09058 5.07075
H -3.04811 3.09515 4.75705
H -3.07228 1.92030 2.60547
H 0.69064 2.42036 -1.86869
H 1.54330 4.16178 -3.40359
H 0.34770 6.31716 -3.60855
H -1.67476 6.74616 -2.24436
H -2.50404 5.02407 -0.69370
*
```

ORCA calculation (ωB97M-V/def2-TZVPD) on 4 unconnected molecules or ions with the total composition C6H20NO4 in a non-equilibrium geometry.

Values from the calculation:
* LUMO energy: 3.43 eV
* highest occupied orbital energy: -0.14864 Ha
* gap between HOMO and LUMO: 0.2748 Ha
* relative energy (zero: lowest compared OMol25 entry of this formula, charge and spin): 173.37 kJ/mol

Structure (ORCA input):
```
! wB97M-V def2-TZVPD RIJCOSX def2/J DEFGRID3
* xyz -1 1
C 1.59553 -2.71742 -0.56895
N 1.18552 -1.98275 0.63872
C 0.41653 -0.69424 0.49153
C -0.32318 -0.48281 1.80850
C 0.59133 -0.27914 3.02787
C 1.09456 1.17776 3.14535
C -0.69376 -0.67639 -0.62029
O -0.73562 0.50438 -1.33880
H 1.58018 -3.78122 -0.34337
H 1.02176 -2.49777 -1.46805
H 2.64658 -2.46600 -0.75332
H 0.61015 -2.58162 1.20868
H 1.22415 0.03206 0.43262
H -0.98750 -1.30799 2.08416
H -1.05445 0.32648 1.73179
H 0.21713 -0.64661 3.97877
H 1.54240 -0.80978 2.89045
H 1.94012 1.21546 3.83260
H 0.30326 1.83806 3.50332
H 1.53923 1.55792 2.21888
H -1.67580 -0.83607 -0.14053
H -0.41770 -1.49994 -1.29101
H 0.63802 1.79674 -1.58067
H 1.88926 1.62157 -0.60366
O 1.44904 2.21626 -1.20826
H -2.09526 0.03520 -2.54285
H -2.42066 -1.48236 -2.47519
O -2.54567 -0.70438 -3.02026
H -0.77975 2.90924 -1.30637
H -2.02053 2.18970 -1.60012
O -1.69490 3.10404 -1.53793
*
```

ORCA calculation (ωB97M-V/def2-TZVPD) on a molecular structure, C13H23BN6OReSi in a non-equilibrium geometry.

Values from the calculation:
* LUMO energy (spin up / spin down): -7.43 / -8.68 eV
* highest occupied orbital energy (spin up / spin down): -0.56473 / -0.58523 Ha
* gap between HOMO and LUMO (spin up / spin down): 0.2917 / 0.2663 Ha
* relative energy (zero: lowest compared OMol25 entry of this formula, charge and spin): 34.20 kJ/mol

Structure (ORCA input):
```
! wB97M-V def2-TZVPD RIJCOSX def2/J DEFGRID3
* xyz 2 4
H 0.18256 -1.70877 -2.59829
N 1.02242 -0.08475 -1.55072
B 2.49702 1.80824 -0.77002
N 2.03034 0.83868 -1.85286
C 2.47279 0.62190 -3.08711
Re 0.20496 -0.03017 0.30916
H 3.27577 1.25062 -3.43292
C 1.75374 -0.44425 -3.64544
H 1.88762 -0.84790 -4.63579
C 0.86976 -0.88469 -2.65887
H 3.38366 2.53092 -1.14299
C -0.66293 -0.86935 2.93866
H -1.27219 -1.74954 2.71353
H -1.27821 -0.06980 3.35671
H 0.16686 -1.12530 3.60505
N 2.95546 0.89624 0.40789
N 1.25563 2.56674 -0.27356
N 2.05206 -0.07627 0.94290
N 0.06259 1.87609 0.11770
C 4.10977 0.81671 1.07590
C 1.11965 3.85285 0.03839
H 4.95304 1.43399 0.79080
H 1.96605 4.50136 -0.12600
C 4.00068 -0.15256 2.06910
C -0.15533 4.08383 0.56163
C 2.72987 -0.69888 1.98375
C -0.80331 2.85558 0.59592
H 4.75472 -0.43116 2.78449
H -0.53158 5.03870 0.88849
H 2.22188 -1.44333 2.58615
H -1.77407 2.56733 0.95280
H -0.20964 -0.44890 1.95475
C -4.05507 -0.30321 -0.17042
Si -2.80689 -1.69423 -0.23384
C -3.26391 -3.01274 1.01425
C -2.68063 -2.43674 -1.93611
O -1.24452 -1.18253 -0.00728
H -5.02315 -0.79984 -0.34644
H -3.91572 0.43489 -0.97121
H -4.11613 0.20119 0.80314
H -4.18742 -3.50229 0.66226
H -2.47996 -3.78282 1.07792
H -3.46715 -2.61643 2.01780
H -2.47335 -1.67483 -2.69540
H -1.88496 -3.19038 -1.96061
H -3.64279 -2.91423 -2.15328
*
```